## 1
The following is a quantum chemistry calculation of a cluster of 2 separate species, C3H6NO2 in total, from the OMol25 dataset.

Geometry as XYZ:
```
12
C3H6NO2 | the OMol25 dataset | ωB97M-V/def2-TZVPD
C -2.52 -0.44 0.02
C -1.37 -0.04 -0.08
C -0.10 0.55 -0.03
N 0.46 0.93 1.14
O 0.20 1.10 -1.22
O 1.34 -1.04 -0.45
H -3.33 -1.01 0.20
H 0.27 0.39 1.91
H 1.74 -1.61 0.16
H 1.39 1.25 0.84
H 1.11 1.37 -1.34
H 0.81 -1.45 -1.14
```

E_HOMO (alpha / beta)	-15.905 / -15.905	eV
total charge	+1
lowest unoccupied orbital energy (alpha / beta)	-5.25 / -5.23	eV
HOMO-LUMO gap (alpha / beta)	10.656 / 10.673	eV

---

## 2
The following is a quantum chemistry calculation of the ion C3H6NO2 with charge +1, from the OMol25 dataset.

Geometry as XYZ:
```
12
C3H6NO2 | the OMol25 dataset | ωB97M-V/def2-TZVPD
N -0.38 -1.57 0.10
C -0.81 -0.37 0.85
O -1.38 -0.52 1.87
C -0.04 0.93 0.18
C 1.13 1.25 -1.00
O 1.32 0.49 -1.85
H -1.04 -1.81 -0.62
H -0.44 -2.36 0.74
H 0.53 -1.43 -0.27
H -0.76 1.62 -0.20
H 0.40 1.41 1.09
H 1.47 2.35 -0.89
```

E_HOMO	-14.713	eV
SMILES	[NH3+]C(=O)CC=O
total charge	+1
lowest unoccupied orbital energy	-4.60	eV
HOMO-LUMO gap	10.118	eV

---

## 3
The following is a quantum chemistry calculation of a cluster of 2 separate species, C3H6NO2 in total, from the OMol25 dataset.

Geometry as XYZ:
```
12
C3H6NO2 | the OMol25 dataset | ωB97M-V/def2-TZVPD
C 1.86 -2.58 -0.52
C 0.93 -1.91 -0.14
C 0.14 -0.72 -0.15
N -0.10 -0.17 -1.35
O -0.24 -0.23 0.97
O -1.15 2.38 1.39
H 2.66 -3.30 -0.77
H 0.23 -0.42 -2.30
H -2.01 2.72 0.97
H -0.47 0.83 -1.43
H -0.60 0.81 0.98
H -1.27 2.60 2.35
```

E_HOMO	-15.590	eV
total charge	+1
lowest unoccupied orbital energy	-4.61	eV
HOMO-LUMO gap	10.979	eV

---

Stability, highest: 3

---

## 1
The following is a quantum chemistry calculation of a cluster of 2 separate species, C4H10NP in total, from the OMol25 dataset.

Geometry as XYZ:
```
16
C4H10NP | the OMol25 dataset | ωB97M-V/def2-TZVPD
C -0.12 -0.65 -1.10
C -0.84 -1.71 -1.99
C 1.36 -0.41 -1.47
C -0.50 1.57 3.03
N -0.72 0.00 -0.24
P 0.80 1.67 1.71
H -1.91 -1.29 -2.15
H -0.71 -2.57 -1.39
H -0.53 -1.73 -3.01
H 1.93 -1.09 -2.16
H 1.99 -0.31 -0.60
H 1.51 0.60 -1.77
H -0.60 0.52 3.30
H -1.42 2.20 2.90
H 0.15 1.94 3.88
H 0.27 2.95 1.39
```

E_HOMO (alpha / beta)	-9.025 / -7.634	eV
lowest unoccupied orbital energy (alpha / beta)	-0.11 / -0.05	eV
HOMO-LUMO gap (alpha / beta)	8.914 / 7.586	eV

---

## 2
The following is a quantum chemistry calculation of a cluster of 2 separate species, C4H10NP in total, from the OMol25 dataset.

Geometry as XYZ:
```
16
C4H10NP | the OMol25 dataset | ωB97M-V/def2-TZVPD
C 1.15 -1.33 -0.09
C 0.85 1.07 -0.71
C -0.42 0.09 1.11
C 0.92 0.07 0.46
N -1.86 -0.16 -0.67
P -3.08 0.62 -0.09
H 0.92 -2.13 0.53
H 0.65 -1.52 -1.04
H 2.23 -1.53 -0.11
H -0.04 0.84 -1.28
H 1.68 1.15 -1.34
H 0.66 2.00 -0.22
H -0.57 -0.78 1.68
H -0.87 0.98 1.68
H 1.77 0.27 1.21
H -4.00 0.33 -1.12
```

E_HOMO (alpha / beta)	-8.448 / -8.400	eV
lowest unoccupied orbital energy (alpha / beta)	-0.10 / -0.13	eV
HOMO-LUMO gap (alpha / beta)	8.344 / 8.274	eV

---

## 3
The following is a quantum chemistry calculation of an isolated molecule of C4H10NP, from the OMol25 dataset.

Geometry as XYZ:
```
16
C4H10NP | the OMol25 dataset | ωB97M-V/def2-TZVPD
H -2.49 -1.65 0.52
P -2.74 -0.34 0.26
C -1.21 0.24 0.01
C -1.01 1.60 -0.48
N -0.03 -0.56 0.44
C 0.25 -1.57 -0.71
C 1.14 0.25 1.01
H -0.34 1.54 -1.34
H -2.00 2.11 -0.63
H -0.51 2.31 0.20
H 0.51 -1.04 -1.67
H 1.08 -2.29 -0.58
H -0.88 -1.94 -0.86
H 1.79 -0.38 1.72
H 1.78 0.64 0.28
H 0.82 1.09 1.63
```

E_HOMO	-8.017	eV
SMILES	[H]/P=C(/C)N(C)C
lowest unoccupied orbital energy	0.61	eV
HOMO-LUMO gap	8.627	eV

---

Stability, highest: 3